Entry 1:
Formula: C21H23CrN7OS2
Source: the Open Molecules 2025 dataset
Level of theory: the ωB97M-V functional and the def2-TZVPD basis

Summary:
2S+1: 5
HOMO (alpha / beta), Ha: -0.1841 / -0.2522
Lowest unoccupied orbital energy (alpha / beta), eV: 0.22 / 0.16
Expectation value of S²: 6.0513

```
55
Properties=species:S:1:pos:R:3:forces:R:3
Cr -0.066 -0.059 0.115 -0.07 0.14 0.39
C -3.881 -0.366 -1.849 -0.03 -0.02 0.00
C -2.435 -0.272 -1.472 0.05 -0.03 -0.19
N -2.018 -0.376 -0.206 0.04 0.10 -0.07
N -2.983 -0.503 0.768 0.15 -0.03 0.19
C -2.535 -0.377 1.968 -0.07 0.00 -0.04
N -3.439 -0.435 3.018 -0.03 -0.04 0.00
S -0.865 -0.081 2.390 0.01 0.06 -0.11
C -1.430 -0.073 -2.436 -0.08 -0.04 -0.02
C -1.682 -0.025 -3.832 0.00 0.01 0.03
C -0.660 0.200 -4.705 0.01 0.01 0.01
C 0.649 0.379 -4.209 0.01 0.01 0.01
C 0.847 0.297 -2.853 0.01 0.09 -0.02
N -0.136 0.077 -1.970 0.07 -0.01 0.17
H -4.506 -0.280 -0.966 0.03 0.01 -0.01
H -4.099 -1.326 -2.326 0.00 -0.02 0.00
H -4.149 0.420 -2.555 0.00 0.02 -0.01
H -4.310 -0.878 2.768 0.00 0.01 0.02
H -3.047 -0.764 3.885 0.00 0.01 -0.01
H -2.690 -0.173 -4.189 -0.02 -0.01 -0.01
H -0.853 0.236 -5.770 0.00 0.00 -0.01
H 1.490 0.556 -4.862 0.00 0.00 -0.03
H 1.837 0.388 -2.428 -0.04 0.00 -0.06
S 2.811 -1.400 -0.884 0.14 -0.10 -0.03
C 1.603 -2.480 -0.367 0.08 -0.07 -0.07
C 1.828 -3.885 -0.382 0.10 0.06 -0.04
C 0.868 -4.758 0.031 -0.10 -0.02 0.04
C -0.368 -4.265 0.484 0.02 0.07 -0.01
C -0.549 -2.912 0.491 0.09 -0.12 -0.02
N 0.403 -2.034 0.084 -0.23 0.00 0.08
H 2.789 -4.224 -0.741 0.00 0.00 0.00
H 1.059 -5.823 0.008 -0.01 -0.03 0.00
H -1.161 -4.917 0.818 -0.01 -0.02 0.00
H -1.476 -2.474 0.828 -0.01 -0.02 0.01
C -1.388 3.890 1.145 0.03 -0.01 -0.01
C -0.296 3.033 0.585 -0.04 -0.02 0.01
O -0.569 1.960 0.043 -0.03 0.01 -0.05
N 0.970 3.456 0.684 -0.03 0.06 0.08
C 2.073 2.633 0.213 0.01 0.01 -0.11
C 2.513 1.623 1.237 0.07 -0.09 0.02
C 3.594 1.885 2.064 -0.02 -0.08 -0.05
C 3.983 0.930 2.989 0.02 0.00 0.02
C 3.284 -0.261 3.046 -0.02 0.01 -0.04
C 2.220 -0.448 2.183 0.01 0.04 0.01
N 1.827 0.479 1.304 -0.19 0.03 -0.15
H -2.189 3.954 0.411 0.00 0.00 0.00
H -1.054 4.888 1.422 0.01 0.01 0.01
H -1.782 3.374 2.022 -0.01 -0.01 0.01
H 1.161 4.293 1.210 0.01 -0.02 -0.05
H 2.901 3.287 -0.056 -0.02 0.00 0.04
H 1.745 2.116 -0.692 0.03 0.04 0.03
H 4.128 2.820 1.968 0.02 0.02 0.00
H 4.824 1.111 3.645 0.01 0.00 0.00
H 3.556 -1.047 3.735 0.01 -0.01 0.01
H 1.654 -1.369 2.186 0.00 0.01 0.02
```
Forces are in eV/Å.

---

Entry 2:
Formula: C4H13N2O
Source: the Open Molecules 2025 dataset
Level of theory: the ωB97M-V functional and the def2-TZVPD basis

Summary:
HOMO, Ha: -0.4980
Net charge: +1
Lowest unoccupied orbital energy, eV: -4.20

```
20
Properties=species:S:1:pos:R:3:forces:R:3
C 0.822 -2.093 1.364 -1.01 0.27 -1.04
C 2.184 -0.492 0.189 -1.30 -1.17 0.43
N 1.037 -1.063 0.333 1.65 0.70 0.36
H 1.762 -2.340 1.802 0.50 -0.24 0.46
H 0.375 -2.961 0.855 0.17 0.23 0.35
H 0.110 -1.677 2.077 0.12 -0.17 0.08
H 3.009 -0.803 0.838 -0.21 0.14 -0.27
H 2.342 0.256 -0.568 -0.12 0.21 -0.11
H 0.182 -0.757 -0.248 0.57 -0.24 0.03
C -1.658 0.685 -1.048 -0.53 -0.26 -0.14
O -0.871 -0.501 -1.347 -0.27 0.43 0.56
C -0.827 1.808 -0.456 -0.10 0.34 -0.24
N -0.530 1.533 0.956 0.08 0.51 0.23
H -2.124 1.002 -1.987 -0.08 -0.01 0.28
H -2.432 0.320 -0.351 0.23 0.37 -0.31
H -0.375 -0.289 -2.132 0.29 -0.12 -0.69
H 0.119 1.854 -1.049 -0.51 0.15 0.51
H -1.359 2.778 -0.614 0.33 -0.63 0.02
H -1.389 1.614 1.516 0.41 -0.10 -0.39
H 0.079 2.277 1.317 -0.23 -0.41 -0.11
```
Forces are in eV/Å.

---

Entry 3:
Formula: C2HNO2S2
Source: the Open Molecules 2025 dataset
Level of theory: the ωB97M-V functional and the def2-TZVPD basis

Summary:
SMILES string: S=c1onc(S)o1
HOMO, Ha: -0.3462
Lowest unoccupied orbital energy, eV: 0.31

```
8
Properties=species:S:1:pos:R:3:forces:R:3
C -0.629 -0.044 0.018 -1.28 0.02 -0.39
C 1.492 -0.180 -0.093 0.81 1.13 0.74
H -2.849 0.358 0.255 0.22 -0.29 -0.15
N -0.318 1.179 -0.018 1.04 0.76 0.07
O 1.138 1.110 -0.066 -0.94 0.21 -0.16
O 0.377 -0.899 -0.027 -0.17 -1.67 -0.16
S -2.187 -0.782 -0.057 -0.67 0.25 0.31
S 2.975 -0.742 -0.011 0.99 -0.41 -0.26
```
Forces are in eV/Å.

---

Entry 4:
Formula: C5H10ClNO6RuS
Source: the Open Molecules 2025 dataset
Level of theory: the ωB97M-V functional and the def2-TZVPD basis

Summary:
2S+1: 2
HOMO (alpha / beta), Ha: -0.4739 / -0.4656
Net charge: +1
Lowest unoccupied orbital energy (alpha / beta), eV: -4.33 / -6.65
Expectation value of S²: 0.7746

```
25
Properties=species:S:1:pos:R:3:forces:R:3
Ru 0.047 -0.188 -0.018 -0.50 0.43 -0.25
C -2.236 0.114 2.038 0.04 -0.03 -0.02
O -0.988 0.678 1.576 0.04 -0.10 0.04
C -1.037 2.110 1.413 -0.03 -0.05 -0.03
C 0.322 2.508 0.911 0.06 0.01 -0.04
O 0.606 1.754 -0.295 -0.06 0.02 0.13
C 0.284 2.432 -1.536 0.03 -0.04 0.00
H -2.474 0.557 3.004 -0.01 0.00 0.00
H -2.077 -0.955 2.147 0.00 0.00 0.00
H -3.024 0.313 1.312 -0.01 0.00 0.00
H -1.254 2.567 2.380 0.01 0.01 -0.01
H -1.827 2.358 0.699 -0.01 0.00 0.02
H 1.101 2.234 1.621 -0.01 0.01 0.01
H 0.381 3.573 0.691 -0.01 -0.01 0.00
H 0.867 3.350 -1.569 0.00 0.00 -0.01
H -0.784 2.636 -1.593 0.00 0.01 0.01
H 0.584 1.767 -2.339 0.00 0.00 0.00
O 0.422 -2.498 0.246 -0.11 0.17 0.06
Cl 1.718 -1.884 -0.036 0.10 0.14 -0.02
O 2.806 -2.741 -0.095 -0.01 -0.01 -0.02
O 1.466 -1.088 -1.287 0.09 -0.24 0.04
O 1.833 -0.784 0.978 0.25 -0.19 0.02
S -3.784 -0.481 -2.596 0.01 0.00 0.01
C -2.496 -0.222 -1.735 0.02 0.07 -0.07
N -1.530 0.022 -1.079 0.10 -0.22 0.11
```
Forces are in eV/Å.

---

In order of appearance, energy relative to the best compared isomer or geometry (same formula, charge and spin) = 0.678 2.249 1.453 0.000 eV.